# 1
Entry from the Open Molecules 2025 dataset: C26H28F6NO2Pd as an isolated structure at a distorted geometry (ωB97M-V with the def2-TZVPD basis set).

## Properties
gap between HOMO and LUMO (alpha / beta) = 0.210 / 0.205 Eh
multiplicity = 3
total charge = -1
HOMO (alpha / beta) = -0.1081 / -0.1029 Ha
energy above the lowest of the compared OMol25 structures with the same formula, charge and spin = 0.0000 eV
energy = -52785.8708 eV

Last column: Mulliken charge in e.
Positions of all 64 atoms, in Å:
H  -4.02  -0.10  0.18  0.28
H  -3.56  -0.03  -1.93  0.57
C  2.14  1.70  0.72  1.94
O  1.26  -1.07  0.15  -0.17
F  -3.83  2.41  3.23  -0.29
H  3.25  -2.97  0.96  0.27
H  -0.34  3.27  0.60  0.22
F  -2.61  3.70  0.46  -0.27
H  -4.85  0.63  1.59  0.40
H  0.91  -3.65  2.89  0.39
H  3.01  3.70  0.73  0.42
H  3.23  2.81  2.25  0.48
H  0.42  1.11  1.96  -0.45
H  1.39  -1.39  3.31  0.32
C  -0.46  3.16  -1.66  -1.00
H  4.05  0.78  1.09  0.42
C  -2.67  1.90  2.71  0.45
H  0.32  0.02  -4.00  0.45
H  4.02  -4.14  -1.09  0.38
C  1.33  -0.71  1.33  0.43
C  -2.83  1.36  1.20  1.09
F  -2.29  0.86  3.50  -0.28
H  3.18  0.11  -0.30  0.28
C  -0.44  -1.24  -2.33  0.44
C  0.73  -2.96  2.04  -1.01
C  1.20  -3.60  0.75  0.97
H  -0.03  -5.53  -1.77  0.34
H  -1.31  3.78  -1.91  0.41
C  0.70  -4.97  -1.18  -0.64
H  -0.76  -4.33  0.30  0.30
F  -3.35  2.25  -1.01  -0.13
C  2.54  -3.54  0.36  -0.15
C  1.46  1.86  -1.83  -0.77
C  1.44  0.75  1.75  -0.96
C  -1.68  -1.25  -1.63  -0.31
C  0.04  2.88  -0.34  -1.48
C  0.29  -4.31  -0.02  -0.42
C  -3.37  2.58  0.33  0.39
C  0.43  2.50  -2.58  -1.03
H  0.34  2.52  -3.66  0.51
C  2.97  -4.19  -0.80  -0.66
H  2.04  0.79  2.68  0.64
C  -3.90  0.27  1.20  -1.82
C  -0.49  -0.22  -3.31  -1.02
C  1.23  2.07  -0.44  2.25
C  3.43  1.03  0.23  -2.42
H  -0.36  -2.80  1.98  0.27
H  4.00  1.69  -0.44  0.47
H  -3.53  -0.56  1.81  0.35
H  2.29  1.29  -2.23  0.41
H  -1.96  -1.94  -0.84  0.37
F  -4.65  2.91  0.61  -0.33
C  2.53  3.01  1.44  -1.76
C  -1.78  0.41  -3.26  -0.71
F  -1.71  2.87  2.81  -0.23
C  -2.53  -0.24  -2.21  -0.98
H  -2.13  1.24  -3.87  0.45
H  0.37  -1.94  -2.15  0.35
C  2.04  -4.91  -1.57  -0.40
Pd  -0.93  1.04  -1.34  0.43
H  2.38  -5.45  -2.47  0.34
O  -1.61  0.94  0.83  0.02
N  1.36  -1.67  2.33  -0.16
H  1.65  3.51  1.86  0.29

***

# 2
Entry from the Open Molecules 2025 dataset: C26H28MnN2S2Si as an isolated structure at a distorted geometry (ωB97M-V with the def2-TZVPD basis set).

## Properties
gap between HOMO and LUMO (alpha / beta) = 0.217 / 0.266 Eh
multiplicity = 5
total charge = +1
HOMO (alpha / beta) = -0.3872 / -0.3867 Ha
energy = -91253.8794 eV

Last column: Mulliken charge in e.
Positions of all 60 atoms, in Å:
C  1.83  -1.70  -3.07  -0.14
H  -3.11  0.70  -2.11  0.33
H  3.27  -3.28  -3.51  0.39
C  0.88  1.74  0.98  -1.73
C  4.02  0.03  -3.39  -0.74
H  -0.66  2.24  4.02  0.29
C  -3.33  2.53  -3.29  -0.21
H  0.16  0.39  -1.41  -0.17
H  -0.68  -1.63  -1.11  0.09
H  -2.28  -1.23  -0.32  0.29
C  0.32  -3.82  4.22  -0.51
C  -2.67  1.36  -2.87  -0.48
N  0.12  -2.33  2.45  0.07
C  -1.26  1.38  1.83  0.26
H  1.18  -3.50  -0.20  0.26
H  -3.24  4.34  -4.52  0.38
C  -0.94  -1.69  4.57  -0.36
Mn  -0.65  -0.73  1.52  0.52
H  0.26  -4.14  5.25  0.39
H  -1.60  -2.77  6.35  0.44
C  -1.03  1.73  -4.65  -0.95
Si  0.31  0.95  -2.78  0.59
C  -1.23  0.49  5.09  0.53
C  -0.06  2.43  0.19  -0.68
N  -0.88  -0.36  4.16  -0.05
S  1.39  -4.49  3.05  -0.12
C  -1.40  1.11  -3.43  0.56
C  0.18  1.13  2.06  0.46
H  1.97  1.81  0.92  0.48
C  -1.36  2.19  0.66  -1.24
C  1.72  -3.03  0.64  -1.12
C  -1.05  1.96  5.01  -1.09
H  -0.33  2.29  5.77  0.39
C  -1.61  2.96  -4.94  -0.54
H  2.59  1.59  -3.12  0.25
C  -1.24  -1.52  -0.12  -0.74
H  -1.15  3.59  -5.70  0.39
H  0.83  2.19  -2.81  -0.30
H  -2.01  2.47  5.17  0.35
H  4.81  0.77  -3.52  0.40
S  -1.81  -0.28  6.54  -0.16
C  -1.47  -1.82  5.84  -0.40
H  -2.05  1.23  2.56  0.59
H  -0.16  1.38  -5.22  0.52
C  1.00  -3.19  1.93  0.51
C  2.75  0.52  -3.18  -0.60
H  -2.27  2.65  0.29  0.52
C  1.64  -0.32  -3.06  0.57
C  -0.28  -2.66  3.77  0.23
H  1.02  -2.40  -2.91  0.52
H  1.92  -1.98  0.40  0.18
H  -4.31  2.78  -2.86  0.39
H  -1.24  -2.48  0.52  0.43
H  0.16  3.18  -0.57  0.77
H  5.20  -1.71  -3.74  0.39
C  -2.76  3.38  -4.25  -0.53
C  4.20  -1.34  -3.50  -0.44
H  0.61  0.72  2.96  0.68
H  2.66  -3.59  0.77  0.54
C  3.11  -2.21  -3.34  -0.64

***

# 3
Entry from the Open Molecules 2025 dataset: C26H28N11O2SSeSnTe4 as an isolated structure (ωB97M-V with the def2-TZVPD basis set).

## Properties
gap between HOMO and LUMO = 0.225 Eh
total charge = -1
HOMO = -0.1495 Ha
energy above the lowest of the compared OMol25 structures with the same formula, charge and spin = 2.9338 eV
energy = -159090.5365 eV

Last column: Mulliken charge in e.
Positions of all 74 atoms, in Å:
C  -3.95  -4.12  0.36  -0.45
H  -1.76  -1.19  5.17  0.25
C  2.11  0.28  5.52  -0.72
H  1.61  1.14  -4.62  0.35
H  -0.72  4.42  0.52  0.39
H  0.73  3.17  4.54  0.30
S  -2.52  -2.28  1.78  1.52
C  0.67  0.52  -2.82  0.15
C  -5.09  -4.81  0.01  -0.86
Te  0.31  -2.87  -1.33  -0.28
Se  0.89  -1.17  2.42  -0.24
C  3.11  3.26  0.88  -0.71
C  -3.59  0.44  -2.10  -0.34
C  0.85  2.83  -3.40  -0.06
H  -7.33  -6.08  -0.16  0.23
C  -1.45  3.07  1.93  -1.06
N  1.22  1.29  5.22  0.49
O  -1.50  -3.29  1.93  -0.81
C  -3.08  -0.66  -0.18  0.32
C  1.06  1.44  -3.74  -1.26
H  -5.91  0.84  0.28  0.45
H  2.03  2.38  3.63  0.21
C  -1.11  -1.22  6.03  -0.71
N  -2.12  -1.41  0.46  0.00
C  1.35  -0.78  5.90  -0.46
N  -1.17  3.51  0.59  -0.30
C  1.62  2.55  4.63  -0.82
H  2.36  3.05  5.25  0.38
Te  3.56  -3.89  0.92  -0.23
H  0.01  4.22  -2.05  0.37
H  -7.30  -3.25  2.06  0.27
H  -1.62  2.16  -1.63  0.13
C  -0.40  2.41  0.04  0.81
Te  2.98  -3.05  -1.60  -0.24
C  -4.01  -3.12  1.32  -0.77
C  1.09  2.49  0.40  -1.67
N  -2.77  -0.37  -1.46  -0.35
H  -5.05  -5.58  -0.74  0.28
C  -4.75  0.93  -1.53  -0.65
H  1.63  -1.78  6.16  0.40
N  1.80  3.62  0.66  0.31
H  -8.20  -5.18  0.95  0.23
H  -1.85  3.74  2.68  0.43
C  3.14  1.90  0.74  -0.74
C  -0.08  0.93  5.39  -0.82
H  -2.99  -4.36  -0.09  0.48
H  -0.76  -2.24  6.17  0.25
C  -6.31  -4.50  0.63  1.11
Sn  -0.06  -0.47  0.05  1.69
N  1.87  1.44  0.46  0.46
N  0.04  -0.36  5.81  0.50
H  3.17  0.37  5.41  0.53
H  -5.41  1.60  -2.07  0.41
N  -7.48  -5.17  0.25  -0.59
H  -5.22  -2.00  2.66  0.53
H  1.42  4.54  0.72  0.17
O  -2.81  -1.45  2.92  -0.75
C  -0.53  2.15  -1.47  0.87
H  -3.30  0.68  -3.12  0.46
C  0.15  3.18  -2.32  -1.54
H  0.92  -0.53  -2.95  0.02
N  -0.01  0.79  -1.69  0.44
H  3.88  3.98  1.10  0.39
C  -1.36  1.73  1.97  -0.40
C  -6.36  -3.50  1.59  -0.87
C  -5.21  -2.80  1.93  -0.06
N  -0.97  1.26  0.72  0.40
H  -1.65  -0.90  6.92  0.30
C  -5.01  0.52  -0.24  -0.39
Te  3.34  -1.49  2.13  -0.14
H  1.30  3.60  -4.02  0.38
H  3.98  1.24  0.83  0.45
N  -4.18  -0.26  0.45  -0.33
H  -1.63  1.07  2.78  0.52

***

- Which of these has the lowest energy?
  C26H28N11O2SSeSnTe4